{"formula": "C3HF3O", "method": "wB97M-V/def2-TZVPD", "symbols": ["C", "C", "C", "O", "F", "F", "F", "H"], "xyz": [[1.19480, 0.55510, 0.09700], [1.65915, -0.29818, 1.41002], [0.99655, 0.35023, -1.47664], [0.44361, -0.32346, 1.03235], [2.04741, -0.16508, -2.01221], [-0.01310, -0.51638, -1.69274], [0.70273, 1.54764, -2.16232], [0.92179, 1.65796, 0.39518]], "forces_ev_per_angstrom": [[-1.12, 2.76, 1.51], [2.16, 1.08, -1.99], [-1.27, 0.26, 1.01], [-2.82, -0.49, -0.84], [1.61, -0.29, -0.81], [0.04, 0.79, 0.17], [0.45, -1.94, 1.76], [0.94, -2.16, -0.80]], "lumo_ev": [1.0, -3.0], "homo_ev": [-7.71, -12.33], "multiplicity": 3, "e_above_lowest_ev": 2.640, "gap_ev": [8.66, 9.31]}